Formula: C8H6Br2O2S
Source: the OMol25 dataset
Level of theory: wB97M-V/def2-TZVPD

Results
**HOMO**: -8.7 eV
**LUMO level**: 0.01 eV
**Kohn-Sham gap**: 8.669 eV
**F_max**: 4.59 eV/Å
**E**: -6004.999616 Ha
**Relative energy (zero: lowest compared OMol25 entry of this formula, charge and spin)**: 30.38 kcal per mole

XYZ file:
```
19
Properties=species:S:1:pos:R:3:forces:R:3
C 0.131 0.299 -1.728 1.29 2.36 3.72
C -0.152 -0.220 1.489 2.26 -0.29 -0.79
C 1.376 0.012 -1.300 -0.07 0.49 -0.75
C 1.349 -0.318 1.246 -0.17 0.28 -0.20
C -0.901 0.946 -0.770 0.01 0.25 -1.24
C -0.937 0.797 0.707 0.94 -0.66 0.97
C 1.911 -0.119 0.058 0.72 0.20 0.03
C -1.939 0.032 -0.094 -0.53 2.34 -0.51
O -0.344 -1.859 -1.141 -1.22 -0.94 0.53
O -0.747 -1.504 1.337 -0.35 -0.67 0.01
S -1.393 -1.714 -0.131 -0.74 -0.82 0.31
Br 3.868 -0.053 0.045 -0.64 -0.16 0.01
Br -3.851 0.382 0.104 0.90 -0.32 -0.34
H -0.091 0.383 -2.734 -0.37 -0.23 -1.90
H -0.178 0.023 2.507 -0.71 0.23 1.62
H 2.115 -0.300 -2.031 -0.20 0.10 -0.15
H 1.966 -0.553 2.124 -0.27 0.25 -0.49
H -1.168 2.039 -0.980 0.02 -1.91 -0.33
H -1.015 1.727 1.290 -0.87 -0.50 -0.49
```
Positions in Å, forces in eV/Å.

For each atom in turn, the Löwdin charge in e is: -0.049, -0.316, -0.165, -0.079, -0.174, -0.228, -0.600, -0.831, -0.417, -0.288, 0.996, 0.696, 0.695, 0.093, 0.130, 0.087, 0.109, 0.173, 0.169


Formula: C24H53NO10Si
Source: the OMol25 dataset
Level of theory: wB97M-V/def2-TZVPD

Results
**HOMO**: -8.3 eV
**LUMO level**: 0.59 eV
**Kohn-Sham gap**: 8.860 eV
**F_max**: 0.94 eV/Å
**E**: -2042.927666 Ha
**Relative energy (zero: lowest compared OMol25 entry of this formula, charge and spin)**: 8.30 kcal per mole
**SMILES**: CCC[SiH2]OCCNC[C@@H](C)O.CCOC(C)=O.CCOC(C)=O.CCOC(C)=O.CCOC(C)=O

XYZ file:
```
89
Properties=species:S:1:pos:R:3:forces:R:3
C 2.598 0.965 -2.797 -0.48 -0.09 -0.78
C 1.580 1.133 -3.942 0.09 -0.40 0.40
C 0.681 -0.129 -4.049 0.05 0.39 -0.16
Si -1.130 0.275 -4.267 0.67 -0.23 0.44
O -1.583 1.280 -3.006 -0.38 -0.64 -0.57
C -2.448 0.776 -1.998 0.33 0.40 0.62
C -1.680 0.430 -0.728 -0.37 -0.14 -0.26
N -0.910 -0.777 -0.924 0.41 0.05 -0.20
C 0.046 -1.077 0.142 -0.34 0.06 -0.48
C 0.337 -2.583 0.207 0.15 -0.16 0.42
C 1.754 -2.964 -0.227 -0.19 -0.33 -0.12
O 0.123 -3.060 1.543 0.09 0.04 -0.20
H 2.029 0.880 -1.870 0.26 0.01 0.18
H 3.131 0.030 -2.986 0.13 0.01 0.25
H 3.300 1.794 -2.753 -0.05 -0.05 0.18
H 0.962 2.011 -3.738 0.12 0.13 -0.10
H 2.118 1.288 -4.878 -0.14 0.15 -0.08
H 1.047 -0.801 -4.830 -0.06 -0.02 -0.01
H 0.737 -0.676 -3.104 -0.10 -0.07 0.00
H -1.899 -0.994 -4.219 -0.21 0.10 0.04
H -1.394 0.924 -5.570 -0.06 0.17 0.03
H -3.176 1.556 -1.755 -0.07 -0.05 -0.12
H -2.982 -0.127 -2.312 -0.08 0.08 -0.20
H -1.012 1.254 -0.471 0.04 0.01 -0.04
H -2.430 0.338 0.078 0.14 -0.01 0.12
H -1.506 -1.573 -1.111 -0.16 0.02 0.24
H 0.969 -0.524 -0.059 -0.02 0.06 0.12
H -0.342 -0.731 1.108 0.04 -0.17 0.12
H -0.363 -3.137 -0.427 -0.12 0.31 -0.17
H 2.236 -2.159 -0.779 0.08 0.02 0.08
H 2.350 -3.257 0.637 0.04 0.25 0.06
H 1.719 -3.834 -0.885 0.05 0.00 0.02
H -0.826 -2.943 1.682 -0.06 -0.18 0.20
O -2.903 -3.244 0.694 0.08 0.10 -0.07
C -3.562 -3.713 1.590 0.06 -0.20 -0.03
O -3.128 -3.547 2.841 0.03 0.24 0.07
C -3.881 -3.928 4.010 -0.09 -0.15 0.03
C -3.679 -5.387 4.349 0.03 -0.10 -0.18
C -4.797 -4.534 1.319 -0.23 0.24 0.06
H -4.935 -3.671 3.888 0.02 -0.02 -0.10
H -3.495 -3.311 4.814 0.02 0.01 -0.20
H -4.043 -6.041 3.555 -0.05 0.02 0.02
H -4.205 -5.631 5.270 0.02 0.04 0.04
H -2.618 -5.593 4.490 -0.01 0.04 0.07
H -4.488 -5.557 1.108 0.01 -0.01 0.00
H -5.288 -4.129 0.439 0.10 -0.05 -0.07
H -5.512 -4.541 2.137 0.06 -0.08 0.04
O -0.700 6.413 -8.196 0.01 0.02 0.02
C -1.413 5.871 -7.397 0.00 -0.13 -0.11
O -1.074 5.909 -6.095 0.05 0.18 0.06
C -1.936 5.442 -5.051 -0.07 -0.15 0.12
C -1.818 3.949 -4.831 0.04 0.06 -0.17
C -2.638 5.097 -7.826 -0.22 0.19 0.08
H -2.966 5.751 -5.241 0.01 -0.01 -0.04
H -1.606 5.977 -4.162 0.06 0.04 -0.05
H -2.126 3.387 -5.713 -0.06 0.00 0.02
H -2.436 3.634 -3.991 0.03 -0.01 0.03
H -0.784 3.680 -4.618 -0.01 0.02 0.06
H -2.327 4.093 -8.113 0.00 -0.02 0.01
H -3.063 5.594 -8.694 0.11 -0.04 -0.07
H -3.411 5.023 -7.065 0.05 -0.09 0.02
O -3.177 -3.480 6.858 0.08 0.05 0.31
C -2.071 -3.234 7.268 -0.11 -0.02 0.12
O -1.082 -4.089 6.968 0.03 -0.07 -0.18
C 0.298 -3.821 7.248 0.17 0.00 0.10
C 0.675 -4.211 8.662 -0.13 0.00 0.06
C -1.797 -2.041 8.149 0.13 0.18 -0.20
H 0.539 -2.781 7.026 -0.04 0.01 0.03
H 0.847 -4.430 6.533 -0.07 -0.02 -0.04
H 0.128 -3.626 9.402 0.04 0.05 -0.01
H 1.742 -4.056 8.824 0.01 0.00 -0.02
H 0.444 -5.262 8.836 0.04 -0.01 -0.03
H -2.033 -2.312 9.178 0.00 -0.01 0.01
H -2.456 -1.234 7.840 -0.10 -0.07 0.05
H -0.773 -1.678 8.104 0.01 -0.07 0.08
O 3.902 3.731 -1.625 0.06 0.10 0.02
C 4.975 4.007 -1.166 -0.11 0.02 0.17
O 6.020 3.200 -1.438 0.03 -0.05 -0.18
C 7.366 3.516 -1.075 0.14 0.01 0.10
C 7.684 3.100 0.346 -0.11 -0.01 0.05
C 5.163 5.186 -0.239 0.15 0.19 -0.19
H 7.575 4.572 -1.253 -0.03 0.00 0.03
H 7.981 2.952 -1.774 -0.06 -0.02 -0.04
H 7.073 3.639 1.070 0.03 0.05 -0.01
H 8.733 3.295 0.572 0.01 0.00 -0.01
H 7.490 2.036 0.477 0.04 -0.01 -0.03
H 4.893 4.877 0.770 0.00 -0.01 0.01
H 4.484 5.974 -0.556 -0.10 -0.08 0.04
H 6.171 5.592 -0.228 0.00 -0.06 0.08
```
Positions in Å, forces in eV/Å.

For each atom in turn, the Löwdin charge in e is: -0.104, -0.302, -0.313, 0.582, -0.293, -0.272, -0.222, -0.062, -0.168, -0.408, -0.033, -0.061, 0.063, 0.073, 0.041, 0.075, 0.099, 0.069, 0.047, -0.016, -0.030, 0.114, 0.095, 0.125, 0.119, 0.099, 0.103, 0.118, 0.125, 0.066, 0.079, 0.073, 0.049, 0.090, -0.519, 0.008, -0.217, -0.059, 0.019, 0.118, 0.090, 0.068, 0.082, 0.085, 0.098, 0.091, 0.071, 0.103, -0.532, 0.002, -0.231, -0.074, 0.009, 0.111, 0.123, 0.058, 0.077, 0.077, 0.095, 0.089, 0.067, 0.084, -0.511, 0.006, -0.228, -0.063, 0.019, 0.114, 0.126, 0.068, 0.083, 0.084, 0.098, 0.093, 0.071, 0.104, -0.518, 0.002, -0.238, -0.065, 0.013, 0.112, 0.123, 0.067, 0.081, 0.084, 0.096, 0.091, 0.068


Formula: C4H11NO
Source: the OMol25 dataset
Level of theory: wB97M-V/def2-TZVPD

Results
**HOMO**: -8.1 eV
**LUMO level**: 0.80 eV
**Kohn-Sham gap**: 8.877 eV
**F_max**: 1.43 eV/Å
**E**: -288.950350 Ha
**Relative energy (zero: lowest compared OMol25 entry of this formula, charge and spin)**: 41.83 kcal per mole
**SMILES**: CC(C)=CN.O

XYZ file:
```
17
Properties=species:S:1:pos:R:3:forces:R:3
C -0.652 1.219 0.873 0.92 -0.41 -0.92
C 0.174 -0.027 0.645 -0.15 -1.18 0.23
C 1.333 -0.072 -0.016 -0.19 1.05 -0.61
N 1.790 0.854 -0.976 0.82 1.00 -0.59
C -0.322 -1.378 1.140 0.39 0.09 0.46
H 0.086 1.925 1.250 -0.49 0.35 0.46
H -1.447 0.991 1.575 -0.11 0.37 0.02
H -1.018 1.680 -0.055 -0.29 -0.19 0.16
H 2.110 -0.784 0.245 -0.52 -0.76 -0.55
H 1.800 0.503 -1.929 0.26 -0.61 0.36
H 1.378 1.769 -1.107 -0.48 -0.11 0.87
H -1.291 -1.634 0.695 -0.02 0.23 0.05
H -0.420 -1.504 2.220 -0.15 0.20 0.10
H 0.369 -2.147 0.793 0.00 -0.05 0.09
H -1.622 0.199 -1.565 0.01 0.14 -0.26
H -1.012 -1.164 -1.591 -0.04 0.60 -0.80
O -1.255 -0.430 -2.200 0.03 -0.74 0.94
```
Positions in Å, forces in eV/Å.

For each atom in turn, the Löwdin charge in e is: -0.054, -0.369, -0.205, 0.024, -0.085, 0.081, 0.077, 0.070, 0.114, 0.078, 0.067, 0.074, 0.070, 0.070, 0.016, 0.039, -0.065


Q: The highest LUMO level belongs to which entry?
A: C4H11NO


Q: What is the relative energy (zero: lowest compared OMol25 entry of this formula, charge and spin) in the third record?
A: 41.83 kcal per mole


Q: What is the formula in the first record?
A: C8H6Br2O2S


Q: Among the records above, which one has the highest relative energy (zero: lowest compared OMol25 entry of this formula, charge and spin)?
A: C4H11NO